196
Properties=species:S:1:pos:R:3:forces:R:3 method="wB97M-V/def2-TZVPD" orbital_gap_ha=0.334 largest_force_ev_per_a=3.351 total_charge=+4 relative_energy_kj_mol=28.52 homo_ev=-14.93 multiplicity=1 total_energy_ev=-119186.7345
C -1.707 6.162 -5.369 0.5 -0.3 -1.0
C -1.029 5.082 -6.253 -0.4 0.5 -0.1
C 0.467 5.414 -6.077 -0.7 -1.9 1.2
N 1.471 4.464 -6.645 -0.7 -1.1 -0.7
C 2.834 4.724 -6.143 1.1 -1.1 -0.2
C 3.413 6.104 -6.413 1.4 -1.4 -1.1
C 3.393 6.316 -7.947 2.0 -2.0 -0.1
C 2.057 5.951 -8.546 0.3 -0.2 -0.4
C 1.528 4.569 -8.155 -0.6 0.9 0.0
C 1.141 3.005 -6.338 -0.8 0.9 -1.2
H -1.472 7.172 -5.735 0.3 -0.2 0.4
H -1.376 5.972 -4.353 -0.2 0.5 0.3
H -2.766 6.104 -5.456 -0.9 -0.3 0.2
H -1.417 5.162 -7.296 0.6 0.0 0.6
H -1.349 4.093 -5.868 0.6 0.4 -0.2
H 0.659 5.398 -4.980 0.1 0.2 -0.7
H 0.650 6.380 -6.465 0.3 0.9 -0.2
H 2.915 4.313 -5.128 -0.2 0.6 0.0
H 3.406 3.998 -6.768 0.1 0.6 0.6
H 2.871 6.920 -6.048 -0.8 1.1 1.4
H 4.455 6.035 -5.973 -1.2 0.6 -0.6
H 3.815 7.261 -8.252 -0.5 0.6 0.1
H 4.128 5.603 -8.416 -0.5 0.4 0.5
H 1.324 6.693 -8.300 -0.6 0.5 0.1
H 2.148 5.965 -9.622 -0.1 0.0 -0.4
H 0.497 4.494 -8.497 -0.1 -0.1 0.0
H 2.048 3.700 -8.577 0.3 0.4 0.4
H 0.344 2.696 -7.025 0.2 0.1 0.2
H 0.783 2.873 -5.342 0.2 0.0 0.8
H 2.007 2.422 -6.571 0.4 -0.3 0.2
C 8.301 0.729 -4.479 0.7 -1.8 0.0
C 7.790 -0.301 -3.479 0.6 -0.7 0.4
C 6.547 0.223 -2.762 -1.1 1.6 -1.1
N 6.002 -0.526 -1.597 -0.6 -1.6 -0.3
C 4.916 0.265 -0.823 1.7 -0.2 -0.3
C 4.189 -0.614 0.145 -0.3 0.3 -0.9
C 3.600 -1.765 -0.635 -1.1 -1.9 0.5
C 4.632 -2.693 -1.301 0.2 0.2 -0.3
C 5.341 -1.763 -2.261 -0.2 0.5 0.5
C 7.118 -0.966 -0.731 -0.3 1.7 0.9
H 9.138 0.226 -5.022 -0.8 0.7 0.0
H 8.674 1.612 -4.033 0.5 0.9 0.7
H 7.482 1.011 -5.087 -0.5 0.2 -1.2
H 8.644 -0.539 -2.806 -0.7 0.2 -0.1
H 7.584 -1.241 -4.030 -0.1 0.5 0.3
H 5.696 0.364 -3.529 1.2 -0.5 1.2
H 6.720 1.230 -2.378 0.3 0.1 0.0
H 4.304 0.585 -1.625 -1.0 0.5 -0.6
H 5.365 1.140 -0.348 0.3 -0.2 -0.1
H 3.384 -0.005 0.524 -0.3 0.2 0.3
H 4.811 -0.856 0.985 0.3 -0.5 0.5
H 3.041 -1.336 -1.481 -0.3 -0.2 0.4
H 2.904 -2.359 0.010 0.4 0.6 -0.5
H 4.215 -3.513 -1.941 -0.1 0.8 0.6
H 5.312 -3.195 -0.613 0.0 0.1 0.2
H 4.553 -1.322 -2.854 0.1 0.0 -0.6
H 6.076 -2.222 -2.904 0.3 -0.1 0.0
H 7.704 -0.053 -0.503 -0.1 -0.6 -0.1
H 7.684 -1.635 -1.327 0.7 -0.8 0.1
H 6.747 -1.367 0.221 0.2 -0.2 -0.6
C -3.657 2.143 -3.106 0.6 -0.3 1.9
C -3.905 3.485 -2.445 0.8 2.3 -0.5
C -4.532 3.407 -1.097 -2.2 -1.2 0.3
N -5.400 4.568 -0.661 -1.0 -0.2 -0.8
C -5.773 4.397 0.792 -1.3 1.6 -0.2
C -6.508 5.667 1.295 -0.9 -0.8 0.4
C -5.590 6.837 1.115 -0.4 1.5 -1.3
C -5.368 7.051 -0.440 -0.8 0.6 2.9
C -4.641 5.851 -0.827 0.6 -0.4 0.1
C -6.735 4.609 -1.467 1.9 0.4 0.7
H -3.201 2.301 -4.053 0.2 -0.2 -0.9
H -4.567 1.567 -3.137 -0.4 -0.1 -0.5
H -2.970 1.522 -2.469 -0.4 0.6 -0.6
H -4.408 4.256 -3.098 0.0 -1.2 0.3
H -2.977 4.026 -2.216 0.4 -0.4 -0.6
H -3.821 3.351 -0.315 1.0 -0.4 0.7
H -5.160 2.480 -1.070 0.2 0.8 0.4
H -4.874 4.271 1.351 0.7 -0.3 0.4
H -6.442 3.573 0.891 -0.1 -0.9 -0.1
H -6.859 5.505 2.353 0.7 0.1 -0.9
H -7.464 5.857 0.733 0.9 -0.4 0.5
H -4.642 6.675 1.594 0.6 -0.1 0.3
H -6.012 7.725 1.536 -0.3 0.6 0.4
H -4.925 7.998 -0.743 0.6 -0.3 0.3
H -6.329 7.106 -0.870 -1.2 0.2 -0.7
H -3.776 5.835 -0.186 0.6 -0.6 0.1
H -4.330 5.947 -1.811 0.7 -0.4 -2.0
H -7.303 3.776 -1.075 -0.4 0.1 -0.3
H -6.514 4.564 -2.529 0.0 -0.3 0.0
H -7.096 5.600 -1.234 -0.9 -0.5 -0.2
C -4.032 -4.294 8.850 0.5 0.8 -0.1
C -4.446 -5.687 9.266 -2.7 -1.4 -1.2
C -3.295 -6.662 9.384 -0.5 2.0 1.6
N -3.702 -8.066 9.650 1.8 0.4 0.1
C -2.327 -8.678 10.194 -1.5 -0.2 -0.6
C -2.370 -10.170 10.261 -1.0 -1.1 0.1
C -2.996 -10.786 8.979 0.1 1.1 -0.3
C -4.348 -10.136 8.548 0.8 -1.6 -0.9
C -4.089 -8.677 8.343 -0.9 0.4 -0.1
C -4.829 -8.103 10.683 -0.1 -0.5 0.0
H -4.894 -3.608 8.620 0.9 -0.8 0.4
H -3.363 -4.318 7.971 -0.4 0.0 0.2
H -3.413 -3.848 9.673 -0.6 -0.2 -0.6
H -5.215 -6.209 8.548 1.3 1.4 0.7
H -5.076 -5.631 10.162 0.6 0.1 0.2
H -2.633 -6.283 10.180 -0.3 -0.5 0.1
H -2.692 -6.571 8.523 0.5 -0.5 -1.2
H -1.475 -8.347 9.618 -0.3 0.3 -1.0
H -2.258 -8.101 11.071 0.3 0.0 1.7
H -1.361 -10.603 10.329 -0.3 0.4 0.4
H -2.993 -10.535 11.117 0.7 0.4 -0.5
H -2.295 -10.689 8.115 -0.4 -0.1 0.6
H -3.115 -11.824 9.186 -0.2 -0.8 -0.1
H -4.651 -10.649 7.601 0.2 0.7 0.6
H -5.161 -10.349 9.235 0.0 0.1 0.3
H -3.259 -8.508 7.642 -0.2 -0.1 0.3
H -4.955 -8.075 8.014 0.3 -0.6 -0.1
H -5.844 -7.828 10.205 1.9 -0.3 0.9
H -4.516 -7.491 11.543 -0.4 0.4 -0.7
H -4.877 -9.093 11.154 -0.1 0.0 -0.7
C -1.291 -3.694 -7.490 -1.5 1.2 -0.1
C -1.428 -4.855 -6.485 1.2 1.8 -0.9
C -0.101 -5.486 -6.163 0.7 0.2 0.6
N -0.257 -6.875 -5.581 0.1 0.5 1.2
C -1.238 -6.853 -4.402 1.9 -0.5 0.9
C -0.692 -5.854 -3.320 -1.2 -0.7 0.5
C 0.684 -6.178 -2.763 0.8 -1.4 -2.5
C 1.624 -6.507 -3.989 -1.2 0.1 1.6
C 1.030 -7.408 -4.981 -0.9 -0.5 -1.8
C -0.685 -7.786 -6.660 -1.7 0.3 0.1
H -1.909 -2.812 -7.145 0.3 -1.1 -0.4
H -1.685 -3.974 -8.459 0.1 0.0 -0.3
H -0.343 -3.209 -7.621 0.9 -0.4 0.1
H -2.176 -5.514 -6.829 -0.7 -0.9 -0.5
H -1.836 -4.332 -5.668 -0.4 0.0 1.7
H 0.487 -4.828 -5.478 -0.7 -0.7 -0.4
H 0.565 -5.622 -7.003 -0.1 0.0 -0.6
H -2.190 -6.527 -4.806 -0.2 -0.4 0.3
H -1.144 -7.910 -3.987 -1.0 1.3 -0.6
H -0.709 -4.879 -3.783 0.0 0.5 0.2
H -1.401 -5.861 -2.469 0.0 0.2 -0.6
H 1.173 -5.375 -2.247 -0.2 0.4 0.6
H 0.723 -7.120 -2.187 -0.4 0.6 0.2
H 1.995 -5.672 -4.505 0.6 1.4 -0.3
H 2.430 -6.994 -3.537 1.7 -0.8 0.3
H 1.663 -7.617 -5.846 0.3 0.1 0.2
H 0.665 -8.349 -4.620 0.4 -0.7 0.6
H 0.107 -7.878 -7.344 1.0 0.3 -1.2
H -1.593 -7.322 -7.125 0.9 -1.0 0.3
H -0.834 -8.817 -6.337 -0.5 0.3 0.5
C 0.130 2.107 7.358 0.2 -0.1 -0.4
C -0.351 3.059 6.269 -1.0 -0.4 0.7
C -0.182 4.528 6.573 1.5 -0.1 -0.5
N 0.912 5.213 5.769 -0.4 -0.6 -1.4
C 1.330 6.414 6.507 0.5 0.0 0.9
C 2.466 7.133 5.820 0.0 0.5 -0.5
C 3.744 6.287 5.499 -2.0 -0.1 0.0
C 3.364 4.861 5.020 0.4 0.8 -0.5
C 2.157 4.283 5.685 -0.9 -0.2 -0.1
C 0.347 5.633 4.446 -0.8 0.5 -0.3
H -0.451 2.309 8.271 0.5 -0.5 -0.1
H 1.198 2.284 7.499 0.0 -0.2 0.4
H 0.017 1.063 6.974 -0.1 0.8 0.6
H -1.417 2.884 6.228 -0.3 -0.1 -0.7
H 0.133 2.745 5.374 -0.1 0.1 -1.1
H 0.182 4.645 7.571 -0.2 0.1 0.9
H -1.048 5.142 6.420 -0.5 0.1 0.0
H 1.681 5.966 7.463 -0.3 0.9 -0.3
H 0.465 7.102 6.666 0.5 -0.7 0.0
H 2.691 7.930 6.503 0.6 0.4 0.5
H 2.072 7.718 4.966 0.3 -0.6 0.1
H 4.285 6.168 6.419 0.6 0.3 0.3
H 4.289 6.861 4.755 0.4 -0.3 0.1
H 4.148 4.143 5.259 0.2 0.1 0.0
H 3.272 4.800 3.944 -0.2 0.1 -0.4
H 2.386 4.220 6.742 0.0 -0.7 0.3
H 1.909 3.303 5.178 0.1 1.2 0.8
H 1.027 6.286 3.915 0.4 -0.3 0.0
H -0.559 6.283 4.605 0.7 -0.9 0.2
H 0.114 4.775 3.811 0.1 0.0 0.3
C 0.552 -1.493 -4.490 -0.4 0.0 -0.7
F 0.657 -2.726 -3.983 0.2 -0.4 0.6
F -0.405 -1.631 -5.467 -0.1 0.9 1.3
F 0.208 -0.656 -3.490 -0.6 -0.5 -0.7
S 2.074 -0.959 -5.303 -0.3 2.6 2.0
O 3.012 -1.035 -4.198 0.5 -0.7 -0.2
O 2.109 -1.860 -6.376 0.9 -2.0 -1.8
O 1.813 0.425 -5.660 -0.2 0.0 -0.2
C 0.539 0.532 2.459 1.5 -1.3 -0.6
F 0.411 -0.029 3.648 -0.2 -0.4 0.7
F 0.911 -0.452 1.582 0.7 0.2 0.4
F -0.624 0.876 2.031 -2.4 1.1 -0.4
S 1.708 1.963 2.543 -1.0 0.5 2.0
O 2.233 1.853 3.901 0.4 -0.3 -0.8
O 2.587 1.771 1.447 1.3 -0.3 -1.0
O 0.812 3.091 2.422 -0.4 0.5 -0.2